Entry 1:
The following is a DFT calculation (the ωB97M-V functional and the def2-TZVPD basis) of a molecular structure, C42H33N4O4PV.

Atoms and positions in Å:
V  -0.50224  -1.69341  0.39484
C  1.24756  -0.98831  3.01014
C  0.29656  -2.12831  3.19394
C  0.30606  -2.91851  4.32784
C  -0.58604  -3.98231  4.43904
C  -1.46964  -4.21101  3.40884
C  -1.45264  -3.36481  2.30224
N  -0.57874  -2.33381  2.19824
C  -2.37104  -3.42231  1.19154
C  -3.22934  -4.47681  0.89404
C  -4.09124  -4.36341  -0.17996
C  -4.14324  -3.15551  -0.86556
C  -3.26404  -2.13641  -0.52366
N  -2.32484  -2.30141  0.42574
C  -3.43024  -0.78121  -1.05536
C  -3.98764  -0.51821  -2.30666
C  -4.22434  0.79839  -2.66176
C  -3.95454  1.79359  -1.74156
C  -3.41334  1.44129  -0.50316
C  -3.21104  2.48609  0.54684
N  -3.11034  0.19119  -0.19076
H  1.83136  -0.80951  3.90994
H  0.68096  -0.08411  2.77054
H  1.94376  -1.19381  2.18984
H  1.01886  -2.73101  5.11474
H  -0.57464  -4.61921  5.30764
H  -2.16904  -5.02821  3.44644
H  -3.19194  -5.38221  1.47564
H  -4.73754  -5.18141  -0.45716
H  -4.87414  -3.00051  -1.64126
H  -4.20434  -1.31691  -2.99826
H  -4.61984  1.04169  -3.63706
H  -4.15154  2.83159  -1.96296
H  -4.18454  2.81329  0.91614
H  -2.70144  3.35269  0.12654
H  -2.63864  2.07349  1.37544
O  6.23216  -3.47771  0.07674
C  5.90136  -2.73711  -0.83426
O  6.48136  -2.19911  -1.76506
C  4.33676  -2.38571  -0.81346
C  3.85436  -1.38071  -1.63576
C  2.50996  -1.05621  -1.58226
N  1.65246  -1.69001  -0.79456
C  2.10266  -2.73351  -0.09646
C  3.44386  -3.10031  -0.03476
C  0.98706  -3.60271  0.45044
O  1.16666  -4.37801  1.37244
O  -0.09414  -3.45741  -0.22506
H  4.52996  -0.88801  -2.31596
H  2.10096  -0.28761  -2.22496
H  3.75836  -3.93191  0.57994
C  0.94996  6.41109  -0.15396
C  1.47816  5.53129  -1.08626
C  1.13106  4.19729  -1.04746
C  0.22806  3.72709  -0.09746
C  -0.30764  4.61499  0.82364
C  0.05846  5.95109  0.79874
P  -0.07454  1.91479  0.05944
C  -0.37654  1.45659  -1.69626
C  -0.70054  2.37299  -2.69496
C  -1.19934  1.93749  -3.90986
C  -1.38614  0.58649  -4.15206
C  -1.09704  -0.33531  -3.15686
C  -0.61344  0.10519  -1.94046
C  1.70266  1.71789  0.53484
C  2.83386  1.60419  -0.25786
C  4.09086  1.64949  0.32494
C  4.23086  1.86159  1.68624
C  3.10566  2.01849  2.47984
C  1.85446  1.94279  1.90354
H  1.23886  7.45099  -0.16596
H  2.17576  5.87899  -1.83386
H  1.57886  3.51289  -1.75196
H  -0.99974  4.25629  1.57214
H  -0.34674  6.62989  1.53504
H  -0.58314  3.43229  -2.52246
H  -1.45864  2.67189  -4.65866
H  -1.79064  0.25669  -5.09666
H  -1.27764  -1.39141  -3.31156
H  -0.44444  -0.62161  -1.12726
H  2.75746  1.50349  -1.32876
H  4.96636  1.53239  -0.29616
H  5.21386  1.92249  2.12754
H  3.20106  2.20679  3.53974
H  0.96356  2.09779  2.50334

Properties
- max |F| (eV/A) = 2.92
- charge = 0
- Kohn-Sham gap (spin up / spin down) (eV) = 5.9811 / 5.8194
- expectation value of S² = 0.81
- LUMO level (spin up / spin down) (eV) = -1.1 / -1.2
- spin multiplicity = 2
- E (eV) = -93215.306

---

Entry 2:
The following is a DFT calculation (the ωB97M-V functional and the def2-TZVPD basis) of a molecular structure, C42H34GeN3OPReS.

Atoms and positions in Å:
Re  -0.64407  -1.15988  0.72479
S  1.27874  -1.97634  1.87552
C  0.15943  -2.16036  3.13457
N  0.37170  -2.67272  4.36453
C  -0.61062  -2.72056  5.29558
C  -1.85789  -2.25395  4.98794
C  -2.05768  -1.74970  3.70012
N  -1.07754  -1.70926  2.80874
H  1.30334  -3.00557  4.59537
H  -0.34351  -3.13522  6.25858
H  -2.65471  -2.27551  5.71523
H  -3.02084  -1.36858  3.38364
C  2.25800  -5.19126  -2.83548
C  0.92834  -5.18827  -3.24541
C  0.09050  -4.15175  -2.87032
C  0.59176  -3.12136  -2.07164
C  1.92347  -3.12855  -1.65249
C  2.75712  -4.16524  -2.04352
P  -0.42699  -1.73114  -1.60353
C  -2.08933  -2.33500  -1.15364
C  -2.06620  -3.30973  -0.12799
C  -3.25316  -3.83665  0.37222
C  -4.46664  -3.38633  -0.11925
C  -4.50007  -2.40605  -1.10849
C  -3.32849  -1.87605  -1.61737
C  -0.43343  -0.59186  -3.01703
C  -1.37871  0.55278  -3.12867
C  -1.02590  1.59495  -4.12011
C  -0.09428  1.36234  -5.08098
C  0.62570  0.15939  -5.04800
C  0.47444  -0.79087  -4.02147
H  2.90805  -6.00244  -3.13488
H  0.54863  -5.99432  -3.85822
H  -0.94475  -4.14864  -3.19203
H  2.30586  -2.32588  -1.03100
H  3.79169  -4.17603  -1.72888
H  -1.11594  -3.75143  0.17798
H  -3.21995  -4.61961  1.11836
H  -5.39159  -3.80445  0.25440
H  -5.45106  -2.06412  -1.49407
H  -3.38916  -1.12263  -2.38925
H  -2.20368  0.06290  -3.72021
H  -1.62365  2.50023  -4.11901
H  0.10099  2.09338  -5.85316
H  1.35133  -0.04055  -5.82815
H  1.11578  -1.66182  -4.02302
O  -2.39712  3.12681  -1.00676
C  -2.15904  2.10819  -1.48480
N  -1.93414  0.97890  -1.88571
C  -0.30025  0.50143  0.81306
Ge  0.70741  2.23813  1.02308
C  2.09682  1.54661  2.17961
C  3.37880  1.22962  1.73744
C  4.30592  0.68032  2.61560
C  3.95931  0.44846  3.93897
C  2.68585  0.77345  4.39225
C  1.75746  1.31685  3.51516
C  1.25705  2.61809  -0.80370
C  2.04407  1.70806  -1.51474
C  2.55740  2.04273  -2.75996
C  2.27632  3.28614  -3.31529
C  1.46563  4.18383  -2.63501
C  0.96097  3.85284  -1.38220
C  -0.47282  3.50578  1.86046
C  -1.77898  3.17741  2.21787
C  -2.58760  4.11068  2.84928
C  -2.09430  5.37757  3.12924
C  -0.79231  5.71197  2.78336
C  0.01903  4.77829  2.15536
H  3.67755  1.43630  0.71660
H  5.30739  0.45804  2.27191
H  4.69217  0.04546  4.62565
H  2.43401  0.64300  5.43753
H  0.77845  1.60841  3.88501
H  2.28928  0.74343  -1.07914
H  3.20773  1.35034  -3.28150
H  2.70862  3.56451  -4.26821
H  1.25387  5.15593  -3.06073
H  0.35473  4.57346  -0.84440
H  -2.17640  2.19213  1.99421
H  -3.60325  3.85503  3.12107
H  -2.72540  6.10596  3.62030
H  -0.40724  6.69771  3.00629
H  1.03801  5.05185  1.90251

Properties
- max |F| (eV/A) = 0.68
- charge = +3
- Kohn-Sham gap (eV) = 4.9791
- LUMO level (eV) = -10.5
- E (eV) = -129366.240

---

Entry 3:
The following is a DFT calculation (the ωB97M-V functional and the def2-TZVPD basis) of a molecular structure, C42H34N6O3PReS2.

Atoms and positions in Å:
Re  -0.24759  -0.25451  1.10263
C  3.58983  -0.00417  -1.07180
C  3.81700  -1.31285  -1.45535
C  2.88930  -2.28053  -1.10312
C  1.78919  -1.92150  -0.35159
N  1.58149  -0.64683  0.05880
C  2.45843  0.29143  -0.33751
C  0.79987  -2.87603  0.15018
C  0.79949  -4.23149  -0.09925
C  -0.13370  -5.03206  0.54285
C  -1.00043  -4.46510  1.46057
C  -0.95514  -3.09933  1.66745
N  -0.10584  -2.31808  0.97679
C  -1.70194  -2.36723  2.68887
C  -2.65089  -2.91801  3.51715
C  -3.21894  -2.12612  4.50781
C  -2.80126  -0.81522  4.64279
C  -1.86419  -0.31579  3.76051
N  -1.32507  -1.07376  2.79241
H  4.26361  0.79382  -1.35238
H  4.69043  -1.57920  -2.03698
H  3.03298  -3.30997  -1.39957
H  2.21354  1.30569  -0.08911
H  1.51826  -4.66527  -0.77981
H  -0.15495  -6.09808  0.35845
H  -1.68555  -5.07983  2.02607
H  -2.95230  -3.94949  3.40253
H  -3.97554  -2.53569  5.16436
H  -3.21157  -0.16531  5.40283
H  -1.53896  0.71342  3.80498
C  4.14685  -0.87177  3.67191
N  3.76287  0.39959  3.03917
C  4.63847  1.40830  2.68875
C  3.90845  2.41296  2.16855
N  2.57863  2.00729  2.20262
C  2.51350  0.77057  2.74153
S  1.09392  -0.10561  3.13614
C  1.47340  2.86156  1.85950
C  1.62035  4.19597  2.18989
C  0.63581  5.09015  1.80811
C  -0.45120  4.60379  1.10778
C  -0.51950  3.25185  0.83977
N  0.41669  2.35307  1.20498
H  5.21619  -0.84352  3.85223
H  3.90301  -1.69819  3.00940
H  3.62187  -0.98691  4.61511
H  5.70112  1.32384  2.84429
H  4.21520  3.35745  1.75189
H  2.47725  4.52708  2.75981
H  0.72364  6.13985  2.05606
H  -1.24887  5.25431  0.77605
H  -1.36777  2.86288  0.30230
O  -4.29310  0.44252  1.68559
S  -3.19538  0.34534  0.79212
O  -2.77528  -0.97970  0.33530
O  -1.89584  0.92916  1.41463
C  -3.37945  1.32792  -0.63048
C  -4.47629  2.15628  -0.77142
C  -4.57357  2.94216  -1.91392
C  -3.57598  2.88984  -2.87304
C  -2.46659  2.06318  -2.70741
C  -2.34518  1.26019  -1.58137
P  -0.93395  0.09382  -1.40117
C  -1.40707  -1.35110  -2.40363
C  -1.69797  -2.60615  -1.87246
C  -2.11435  -3.63942  -2.69932
C  -2.26656  -3.42857  -4.06111
C  -2.00961  -2.17350  -4.59691
C  -1.58349  -1.14290  -3.77695
C  0.41327  0.87331  -2.35176
C  0.68429  2.23529  -2.18494
C  1.74153  2.83455  -2.85238
C  2.54780  2.07986  -3.69805
C  2.29369  0.72653  -3.86287
C  1.23769  0.12389  -3.19002
H  -5.24446  2.17025  -0.00773
H  -5.43078  3.58699  -2.05364
H  -3.65769  3.49279  -3.76803
H  -1.70398  2.05156  -3.47460
H  -1.65258  -2.77581  -0.80989
H  -2.34830  -4.60730  -2.27308
H  -2.60158  -4.23349  -4.70304
H  -2.14889  -1.99310  -5.65466
H  -1.40284  -0.17119  -4.21809
H  0.04193  2.84753  -1.56510
H  1.92008  3.89684  -2.73621
H  3.35842  2.55106  -4.24010
H  2.90655  0.13654  -4.53327
H  1.05605  -0.93259  -3.33840

Properties
- max |F| (eV/A) = 0.61
- charge = +3
- Kohn-Sham gap (spin up / spin down) (eV) = 7.1568 / 6.4300
- expectation value of S² = 0.76
- LUMO level (spin up / spin down) (eV) = -9.0 / -9.6
- spin multiplicity = 2
- E (eV) = -92257.780

---

Entry 4:
The following is a DFT calculation (the ωB97M-V functional and the def2-TZVPD basis) of a molecular structure, C42H36BInN9O3P.

Atoms and positions in Å:
In  -0.82699  0.42762  0.04482
C  -4.48911  2.25125  1.03842
C  -3.72450  1.74979  -0.00374
N  -2.42166  1.89930  0.26241
N  -2.33209  2.47122  1.49792
C  -3.56519  2.67926  1.97596
B  -0.95175  2.73810  2.19415
N  -0.45167  1.42305  2.86919
C  -0.36539  1.05024  4.15696
C  0.07068  -0.26068  4.21242
C  0.22005  -0.64522  2.88708
N  -0.07609  0.37516  2.08206
N  0.09520  3.12503  1.10185
C  0.90236  4.19974  1.11820
C  1.79940  4.08983  0.07608
C  1.48078  2.88096  -0.53980
N  0.45032  2.30405  0.08000
N  -1.09563  3.90476  3.14043
C  -1.75856  5.06932  2.88068
C  -1.46709  5.94827  3.88605
C  -0.59708  5.22960  4.73413
N  -0.36899  4.01166  4.28161
H  -5.56202  2.29326  1.11307
H  -4.04244  1.29610  -0.93061
H  -3.72047  3.12411  2.94498
H  -0.58165  1.75236  4.94245
H  0.24903  -0.85151  5.09483
H  0.50615  -1.60183  2.47372
H  0.79442  4.96887  1.86683
H  2.58005  4.78093  -0.19198
H  1.94720  2.40878  -1.38715
H  -2.36021  5.19112  1.99335
H  -1.82440  6.95857  3.99927
H  -0.13093  5.55402  5.65246
C  -1.39298  2.32998  -3.12349
C  -1.19920  1.32604  -4.23346
C  -1.61430  1.64305  -5.52430
C  -1.43585  0.75952  -6.57540
C  -0.82753  -0.46898  -6.35657
C  -0.40289  -0.80845  -5.08487
C  -0.58134  0.08249  -4.02682
P  0.06747  -0.29962  -2.37451
C  0.29230  -2.13069  -1.99688
C  1.29317  -2.77007  -2.95015
C  1.26025  -4.07405  -3.20443
C  0.23264  -4.91907  -2.60890
C  -0.82874  -4.38518  -2.01507
C  -1.07633  -2.89018  -1.96888
C  -2.96505  -1.91284  -3.26535
C  1.81594  0.17402  -2.48119
C  2.29364  0.99159  -3.50356
C  3.62889  1.36167  -3.53325
C  4.49538  0.89218  -2.55579
C  4.02726  0.04943  -1.55834
C  2.68716  -0.31506  -1.50556
C  2.20026  -1.20954  -0.39434
H  -1.94990  3.19472  -3.47976
H  -0.43600  2.69066  -2.73684
H  -1.94463  1.90664  -2.28506
H  -2.08906  2.60138  -5.70197
H  -1.77557  1.02829  -7.56782
H  -0.68659  -1.16517  -7.17323
H  0.05653  -1.77124  -4.91634
H  2.08247  -2.14676  -3.34885
H  2.01038  -4.52306  -3.84419
H  0.34396  -5.99495  -2.65849
H  -1.57129  -5.02367  -1.56740
H  -3.76647  -2.55932  -2.90885
H  -3.13936  -1.67093  -4.31238
H  -2.98162  -0.98240  -2.68726
H  1.62202  1.34036  -4.27798
H  3.99421  2.00443  -4.32435
H  5.54309  1.16454  -2.58048
H  4.71287  -0.33677  -0.81238
H  1.87074  -0.58638  0.45079
H  3.02221  -1.79976  0.00874
O  -2.94757  -0.48694  1.75103
C  -2.83567  -1.42021  0.95635
N  -1.83018  -1.44833  -0.01506
C  -1.98047  -2.56024  -0.80547
O  -1.69321  -2.54730  -3.23364
C  -3.14884  -3.28217  -0.37213
C  -3.86569  -4.38333  -0.87174
C  -5.01205  -4.78386  -0.21530
C  -5.48515  -4.11542  0.92175
C  -4.82041  -3.00234  1.39999
C  -3.66838  -2.59551  0.74498
H  -3.56485  -4.90621  -1.76916
H  -5.56891  -5.63072  -0.59682
H  -6.38685  -4.46202  1.40954
H  -5.18291  -2.45151  2.25959
O  0.78512  -3.00346  0.18910
C  1.05741  -2.19275  -0.65679

Properties
- max |F| (eV/A) = 0.57
- charge = +1
- Kohn-Sham gap (spin up / spin down) (eV) = 6.5414 / 8.1203
- expectation value of S² = 0.77
- LUMO level (spin up / spin down) (eV) = -2.6 / -3.0
- spin multiplicity = 2
- E (eV) = -78827.880

---

Entry 5:
The following is a DFT calculation (the ωB97M-V functional and the def2-TZVPD basis) of a molecular structure, C42H36Cl3IrN4O4PSi.

Atoms and positions in Å:
Ir  -0.07452  -0.26244  0.00061
C  -3.86332  0.02686  2.32361
O  -2.97172  1.12456  2.55751
C  -1.79062  0.78466  2.06191
N  -1.69142  -0.40794  1.57271
C  -2.93432  -1.12194  1.88391
C  -3.39252  -2.05794  0.79681
C  -4.66702  -2.05514  0.24141
C  -4.98102  -2.94054  -0.77419
C  -4.02532  -3.83354  -1.24919
C  -2.77262  -3.88834  -0.64899
C  -2.46662  -3.01584  0.37291
C  -0.62092  1.62306  2.29301
C  -0.72582  2.66266  3.19461
C  0.45498  3.21016  3.72221
C  1.64558  2.64076  3.36101
C  1.70048  1.64996  2.34171
N  0.54608  1.18406  1.76211
C  2.97888  1.12636  2.03291
N  3.50328  0.75756  0.81511
C  4.76888  0.03436  1.08761
C  5.07478  0.45186  2.53361
O  3.87018  1.02626  3.02591
C  4.60298  -1.44134  0.78311
C  4.50888  -2.45304  1.72831
C  4.44918  -3.77874  1.32301
C  4.45618  -4.10734  -0.02189
C  4.49288  -3.09964  -0.97059
C  4.57798  -1.78244  -0.56609
H  -4.57302  0.33996  1.55001
H  -4.40482  -0.18904  3.24431
H  -2.68582  -1.75454  2.75231
H  -5.42732  -1.38444  0.60641
H  -5.96582  -2.92864  -1.21579
H  -4.26582  -4.49934  -2.06289
H  -2.03692  -4.60164  -0.98969
H  -1.50802  -3.05834  0.86581
H  -1.70082  2.98026  3.52661
H  0.40768  4.01716  4.43511
H  2.57448  2.95686  3.80971
H  5.54028  0.42356  0.42051
H  5.87058  1.20486  2.58491
H  5.34648  -0.38464  3.18001
H  4.51088  -2.24124  2.78671
H  4.42238  -4.56084  2.06471
H  4.44868  -5.13904  -0.33269
H  4.49768  -3.33954  -2.02199
H  4.66088  -1.00644  -1.31099
O  -3.38842  -1.59404  -2.59869
C  -2.56492  -0.89864  -2.04639
O  -1.39692  -1.20484  -1.69219
C  -3.00582  0.57886  -1.72329
P  -1.51942  1.53036  -1.21969
C  -2.09962  2.96386  -0.26409
C  -1.12102  3.87366  0.14581
C  -1.47172  5.01846  0.83441
C  -2.80072  5.24756  1.16131
C  -3.77332  4.33016  0.79011
C  -3.42852  3.19166  0.08121
C  -0.87492  2.17686  -2.79029
C  -0.55202  1.26346  -3.79749
C  -0.04992  1.71186  -5.00369
C  0.15358  3.07126  -5.20899
C  -0.16082  3.97956  -4.20979
C  -0.66682  3.53906  -3.00129
H  -3.72542  0.50576  -0.90319
H  -3.51072  1.01476  -2.59069
H  -0.08582  3.67566  -0.08779
H  -0.70942  5.72796  1.12081
H  -3.08072  6.13796  1.70031
H  -4.80632  4.50516  1.04791
H  -4.20802  2.50666  -0.21769
H  -0.70072  0.20516  -3.63529
H  0.18628  1.00236  -5.78269
H  0.55368  3.41876  -6.14799
H  -0.01282  5.03686  -4.37329
H  -0.91992  4.25716  -2.23799
Cl  4.87268  1.73486  -1.79179
Si  3.21378  1.60296  -0.69929
Cl  1.83778  0.44156  -1.66799
Cl  2.43258  3.39486  -0.30089
C  1.38468  -5.05904  -0.50609
C  1.43168  -4.44214  0.73531
C  1.19488  -3.08034  0.81721
N  0.90458  -2.34224  -0.25359
C  0.86428  -2.92884  -1.44449
C  1.10588  -4.28264  -1.61739
H  1.55918  -6.11974  -0.60249
H  1.65578  -5.00374  1.62661
H  1.24358  -2.56574  1.76851
H  0.59558  -2.30534  -2.28359
H  1.07928  -4.70954  -2.60679

Properties
- max |F| (eV/A) = 4.49
- charge = +2
- Kohn-Sham gap (spin up / spin down) (eV) = 4.9619 / 6.2794
- expectation value of S² = 0.77
- LUMO level (spin up / spin down) (eV) = -6.9 / -6.8
- spin multiplicity = 2
- E (eV) = -115851.551